Molecular formula: C3H5NO3
Method: DFT, ωB97M-V/def2-TZVPD

Frontier orbital gap   10.72 eV
Electronic energy   -10824.0418 eV
Total charge   0
SMILES string   O=CNCC(=O)O

Last columns: bonded neighbours and bond lengths (Å).
CARTESIAN COORDINATES (ANGSTROEM)
1 O 1.808 -1.655 -1.817  C2 1.189
2 C 1.043 -1.609 -0.909  O1 1.189, N3 1.483, H8 1.114
3 N 1.011 -0.448 0.013  C2 1.483, C4 1.516, H9 1.085
4 C -0.080 0.036 0.947  N3 1.516, C5 1.478, H10 1.058, H11 1.122
5 C -0.777 1.246 0.461  C4 1.478, O6 1.166, O7 1.387
6 O -0.878 2.309 0.930  C5 1.166
7 O -1.459 1.034 -0.728  C5 1.387, H12 0.905
8 H 0.423 -2.494 -0.636  C2 1.114
9 H 1.528 0.387 -0.450  N3 1.085
10 H -0.841 -0.670 1.153  C4 1.058
11 H 0.370 0.272 1.948  C4 1.122
12 H -2.148 1.591 -0.912  O7 0.905

Molecular formula: C3H5NO3P
Method: DFT, ωB97M-V/def2-TZVPD

Frontier orbital gap   9.27 eV
Electronic energy   -20113.7178 eV
Total charge   -1

Last columns: bonded neighbours and bond lengths (Å).
CARTESIAN COORDINATES (ANGSTROEM)
1 C -1.604 -0.595 -1.111  C3 1.615, O5 1.200, O6 1.231
2 C 0.847 0.547 -1.080  C3 1.495, H9 1.037, H10 1.208, H11 1.065
3 C -0.113 -0.445 -0.507  C1 1.615, C2 1.495, H12 1.174
4 N 0.076 -0.093 1.581  P8 1.650, H13 1.040
5 O -2.600 -0.163 -0.602  C1 1.200
6 O -1.367 -1.213 -2.148  C1 1.231
7 O 1.093 0.939 3.671  P8 1.477
8 P 1.087 1.055 2.199  N4 1.650, O7 1.477
9 H 1.808 0.526 -0.689  C2 1.037
10 H 0.636 0.276 -2.239  C2 1.208
11 H 0.317 1.458 -0.925  C2 1.065
12 H 0.124 -1.595 -0.488  C3 1.174
13 H -0.306 -0.697 2.337  N4 1.040

Molecular formula: C3H5NO3P
Method: DFT, ωB97M-V/def2-TZVPD

Frontier orbital gap   9.96 eV
Electronic energy   -20103.3473 eV
Total charge   +1
SMILES string   C=C1O[C@]1([NH3+])OP=O

Last columns: bonded neighbours and bond lengths (Å).
CARTESIAN COORDINATES (ANGSTROEM)
1 C -0.430 -2.550 -0.463  C2 1.316, H9 1.054, H10 1.148
2 C -0.790 -1.347 -0.069  C1 1.316, O3 1.437, C4 1.519
3 O -1.172 -0.905 1.245  C2 1.437, C4 1.393
4 C -1.449 -0.008 0.215  C2 1.519, O3 1.393, N5 1.722, O6 1.386
5 N -0.581 1.462 0.437  C4 1.722, H11 1.052, H12 0.985, H13 1.091
6 O -2.693 0.286 -0.319  C4 1.386, P7 1.724
7 P -4.284 -0.340 -0.096  O6 1.724, O8 1.421
8 O -5.048 0.761 -0.566  P7 1.421
9 H -0.196 -3.336 0.198  C1 1.054
10 H -0.009 -2.715 -1.518  C1 1.148
11 H -0.585 1.810 -0.557  N5 1.052
12 H 0.361 1.479 0.725  N5 0.985
13 H -1.310 2.138 0.885  N5 1.091